[1]
The following is a quantum chemistry calculation of one molecule with the formula C9H14FNO6 in a non-equilibrium geometry, from the Open Molecules 2025 dataset.

XYZ file:
```
31
Properties=species:S:1:pos:R:3:lowdin_charge:R:1
F -0.13 3.08 1.71 -0.028
C 1.12 2.54 -1.33 -0.053
C 0.54 -3.94 -0.93 -0.458
H 0.17 -1.46 1.36 0.133
H 0.08 2.07 3.40 0.118
O -1.60 2.02 -0.59 0.010
H 0.94 1.68 -0.70 0.050
N -0.68 0.27 0.61 -0.026
C -1.68 0.67 -0.29 -0.475
O -0.59 -3.17 -0.66 0.083
O 0.65 -4.52 -1.99 0.149
C 1.54 -4.08 0.17 0.033
H -1.55 -1.62 1.08 0.148
H 1.47 -3.31 0.92 0.071
H 1.09 1.53 2.03 0.122
H -0.84 0.08 2.71 0.124
C -0.63 -1.19 0.68 -0.079
H 1.38 -5.02 0.66 0.098
C -0.91 0.85 1.96 -0.115
H -0.38 3.97 -1.92 0.115
O -2.57 -0.04 -0.71 0.173
C -0.33 -1.80 -0.65 -0.419
H 1.42 3.35 -0.68 0.068
H -1.90 1.29 2.02 0.139
H 2.53 -4.11 -0.27 0.095
H 0.10 2.86 -3.18 0.122
C -0.13 2.94 -2.13 -0.219
H 1.92 2.28 -2.00 0.071
C 0.12 1.89 2.33 -0.195
O 0.09 -1.22 -1.61 0.197
O -1.25 2.10 -1.99 -0.052
```

Values from the calculation:
- E_HOMO: -10.1 eV
- SMILES string: CCOOC(=O)N(CCF)CC(=O)OC(C)=O

[2]
The following is a quantum chemistry calculation of C9H14INSi as an isolated structure in a non-equilibrium geometry, from the Open Molecules 2025 dataset.

XYZ file:
```
26
Properties=species:S:1:pos:R:3:lowdin_charge:R:1
C -0.49 0.64 -2.52 -0.056
C -2.71 0.15 0.68 -0.101
C -2.22 0.18 -0.72 -0.051
H 1.62 -3.48 1.34 0.017
H -1.23 0.42 -3.27 0.072
H 0.57 -1.83 -1.43 -0.027
I 3.82 -2.54 0.23 0.775
C -1.01 0.61 -1.12 -0.324
H -2.92 -0.28 -1.45 0.118
Si 0.65 -1.66 0.03 0.483
H -3.72 -0.03 0.87 0.075
C 0.87 0.14 0.52 -0.358
H 2.54 1.37 0.06 0.030
C -0.11 1.13 -0.06 -0.294
C 2.23 0.77 0.83 -0.107
H 0.06 1.64 -2.69 0.118
C -0.45 0.80 1.35 -0.130
C -2.00 0.65 1.70 -0.018
H 3.08 -0.01 0.91 -0.012
H -0.61 -2.21 0.62 -0.003
H 0.30 -0.04 -2.73 0.042
H -0.33 1.65 2.03 0.114
N 1.86 -2.62 0.77 -0.714
H 2.29 1.51 1.71 0.112
H 0.10 2.18 -0.37 0.164
H -2.17 0.85 2.71 0.075
```

Values from the calculation:
- E_HOMO: -8.0 eV
- Energy above the lowest of the compared OMol25 structures with the same formula, charge and spin: 55.09 kcal per mole

[3]
The following is a quantum chemistry calculation of C9H14INSi as an isolated structure in a non-equilibrium geometry, from the Open Molecules 2025 dataset.

XYZ file:
```
26
Properties=species:S:1:pos:R:3:lowdin_charge:R:1
N 2.43 0.63 0.56 -0.703
H -2.42 0.54 -0.89 0.141
H 1.77 -0.16 0.89 -0.024
C 0.03 -1.58 1.14 -0.086
Si 1.36 1.63 -0.47 0.495
H 1.38 1.10 -1.95 -0.016
C 0.29 -3.19 -0.65 -0.034
H -0.20 -3.97 -0.19 0.065
H 1.98 2.98 -0.25 -0.025
C -0.30 -1.94 -0.18 -0.356
C -0.32 -0.40 1.71 -0.056
I 4.32 0.15 -0.19 0.627
H -0.99 3.10 -1.35 0.058
C -1.10 0.62 0.97 -0.241
H 0.27 -3.21 -1.72 0.083
H -1.33 -1.35 -1.99 0.140
C -1.18 2.84 -0.35 -0.072
H -2.10 2.65 0.16 0.070
C -1.45 0.23 -0.47 -0.155
H 1.29 -3.16 -0.19 0.097
H 0.52 -2.37 1.69 0.116
H -1.86 1.13 1.64 0.156
H -0.69 3.50 0.37 0.072
C -0.99 -1.11 -0.93 -0.018
C -0.50 1.44 -0.13 -0.474
H -0.22 -0.09 2.80 0.137
```

Values from the calculation:
- E_HOMO: -8.3 eV
- Energy above the lowest of the compared OMol25 structures with the same formula, charge and spin: 38.03 kcal per mole

[4]
The following is a quantum chemistry calculation of C9H14IO10P as an isolated structure, from the Open Molecules 2025 dataset.

XYZ file:
```
35
Properties=species:S:1:pos:R:3:lowdin_charge:R:1
C 1.52 3.63 -0.37 -0.803
O 3.59 0.92 0.14 -0.366
O -2.06 -1.69 -1.80 0.055
O -3.49 -0.38 -0.66 0.133
H -2.60 -1.69 -5.90 0.093
C 1.87 -1.77 5.24 -0.568
H 3.83 3.18 0.98 0.049
O 0.79 2.65 0.22 -0.596
O -3.49 -0.40 -2.91 0.075
C -1.98 -2.10 -3.17 -0.084
C 0.05 -1.12 4.06 -0.091
H -0.71 -1.60 3.46 0.137
I -0.89 2.20 -0.76 1.122
P 3.76 2.35 -0.15 0.665
O 0.56 -2.04 5.04 0.060
H -0.37 -0.26 4.58 0.137
C 1.32 0.63 2.69 -0.025
C -3.06 -0.79 -1.69 -0.609
O 2.31 -0.89 4.31 0.084
H 1.51 -1.51 2.52 0.161
O 2.53 -2.23 6.11 0.164
H 4.86 2.68 -0.93 0.030
C -3.29 -1.22 -5.19 -0.021
C -2.57 -0.91 -3.90 -0.325
H 2.24 0.80 2.14 0.056
H -1.81 -0.14 -4.06 0.154
O 1.30 4.79 -0.35 0.173
H -4.13 -1.89 -5.01 0.094
O 2.60 3.08 -1.01 -0.173
H -2.59 -3.00 -3.30 0.140
C 1.30 -0.75 3.28 -0.315
H 0.49 0.75 2.00 0.070
H -0.95 -2.32 -3.44 0.140
H -3.68 -0.31 -5.65 0.088
H 1.24 1.38 3.48 0.098
```

Values from the calculation:
- E_HOMO: -10.5 eV

[5]
The following is a quantum chemistry calculation of C9H14MoN7O5 as an isolated structure in a non-equilibrium geometry, from the Open Molecules 2025 dataset.

XYZ file:
```
36
Properties=species:S:1:pos:R:3:lowdin_charge:R:1
C 5.00 -2.18 0.07 0.068
H 0.90 -3.59 -1.58 0.126
H 4.94 -3.05 0.73 0.122
Mo 0.29 0.32 0.67 1.923
O 0.08 2.89 1.88 0.056
H 0.81 -4.11 -0.02 0.127
H 2.29 5.02 -1.12 0.162
C 0.25 5.63 -1.61 -0.099
C -0.07 6.50 0.56 -0.091
H 1.86 5.84 1.32 0.166
O 1.69 -0.89 0.31 -0.183
N 0.94 4.26 0.29 0.034
H 0.09 7.42 1.11 0.158
O 3.83 -1.33 0.29 0.080
O -0.13 1.51 2.11 -0.212
C 0.88 5.38 1.20 -0.014
C 0.56 3.01 0.65 -0.414
N 2.36 -2.94 -0.40 0.083
H 1.24 3.66 -1.69 0.131
H -0.74 5.18 -1.61 0.143
H -1.10 6.16 0.61 0.146
N -3.72 -0.65 -0.05 0.271
C 1.31 4.55 -1.07 -0.032
H 3.11 -3.60 -0.59 0.181
O 0.37 6.70 -0.74 -0.062
C 2.64 -1.75 0.05 -0.452
N -6.12 -0.99 -0.54 0.308
C -2.60 -0.49 0.18 -0.104
H 5.06 -2.46 -0.98 0.120
N 0.67 1.94 -0.09 0.006
H 5.85 -1.57 0.34 0.122
C -5.00 -0.83 -0.31 -0.165
H 0.57 5.94 -2.60 0.156
N 1.02 -3.31 -0.61 0.100
H 0.46 5.09 2.15 0.143
N -1.37 -0.34 0.42 -0.104
```

Values from the calculation:
- Charge: +3
- E_HOMO (spin up / spin down): -18.3 / -18.3 eV

[6]
The following is a quantum chemistry calculation of a 3-piece molecular cluster, C9H14N2 overall in a non-equilibrium geometry, from the Open Molecules 2025 dataset.

XYZ file:
```
25
Properties=species:S:1:pos:R:3:lowdin_charge:R:1
C 2.38 0.99 -1.82 -0.139
H 1.83 1.74 2.42 0.195
H -2.39 -3.26 0.56 0.079
H 0.31 -1.21 -0.03 0.010
H -3.70 -2.28 0.24 0.062
N 1.71 1.61 0.20 -0.157
H 2.65 0.97 -2.78 0.052
C 2.58 0.40 0.23 -0.183
H 1.04 2.74 -1.51 0.105
C -1.75 -1.36 0.01 -0.308
C -1.68 1.24 -0.19 -0.076
H -1.29 1.79 -1.05 0.055
C -2.74 -2.51 -0.17 -0.058
C -1.89 -0.03 -0.17 -0.033
N 2.92 0.06 -0.95 0.042
H -0.15 -2.02 1.36 0.115
C 1.61 1.91 -1.13 -0.099
H 0.19 2.63 1.35 0.053
H -2.77 -2.88 -1.21 0.091
C -0.39 -1.88 0.26 -0.082
H -0.01 -2.90 -0.06 0.104
H 0.21 0.78 1.40 0.070
H -1.98 1.98 0.62 0.072
H 2.47 -0.29 1.10 0.126
C 0.83 1.76 1.32 -0.097
```

Values from the calculation:
- E_HOMO (spin up / spin down): -5.1 / -8.5 eV
- Energy above the lowest of the compared OMol25 structures with the same formula, charge and spin: 103.29 kcal per mole
- Multiplicity: 3

[7]
The following is a quantum chemistry calculation of one molecule with the formula C9H14N2O2 in a non-equilibrium geometry, from the Open Molecules 2025 dataset.

XYZ file:
```
27
Properties=species:S:1:pos:R:3:lowdin_charge:R:1
H -1.66 0.90 -0.87 0.111
C -1.63 -0.57 2.11 0.097
C 1.52 1.69 -1.07 -0.197
H 1.57 1.91 1.01 0.118
O -2.11 -2.88 1.76 0.056
H -0.25 2.26 -2.16 0.143
H -0.27 -0.09 -1.84 0.158
C 0.02 1.96 -1.08 -0.207
H 3.03 0.94 0.39 0.133
H -0.67 -3.51 -0.61 0.084
C 1.24 -0.21 0.46 -0.148
H 1.52 -0.61 1.40 0.121
O -0.92 1.60 1.80 -0.022
C -0.18 -0.07 0.32 -0.215
C 1.92 1.14 0.31 -0.161
H -2.19 -0.41 3.07 0.166
C -0.65 0.63 -0.98 -0.117
N -0.92 -1.69 0.25 0.006
H -0.37 2.62 -0.27 0.127
H 1.69 0.94 -1.78 0.094
H 2.04 2.60 -1.19 0.100
H 1.76 -0.86 -0.24 0.131
H -1.55 -2.32 -1.45 0.099
N -0.90 0.38 1.54 -0.189
C -0.65 -2.49 -0.86 -0.061
H 0.16 -2.02 -1.44 0.089
C -1.55 -1.86 1.41 -0.515
```

Values from the calculation:
- E_HOMO (spin up / spin down): -9.0 / -9.0 eV
- Energy above the lowest of the compared OMol25 structures with the same formula, charge and spin: 101.40 kcal per mole

[8]
The following is a quantum chemistry calculation of a 2-piece molecular cluster, C9H14N2O2 overall in a non-equilibrium geometry, from the Open Molecules 2025 dataset.

XYZ file:
```
27
Properties=species:S:1:pos:R:3:lowdin_charge:R:1
H 2.00 -0.95 -2.62 0.110
H -0.63 3.62 1.21 0.155
H 2.93 -0.80 -0.05 0.120
N -1.75 -0.05 0.94 0.178
H -0.74 -1.63 -1.30 0.087
H 0.39 -2.73 -2.19 0.134
H -1.67 2.73 -0.79 0.192
H 0.57 -0.14 -2.90 0.107
H 0.33 -2.11 0.80 0.085
H 1.86 1.13 -1.16 0.122
N -1.61 2.09 0.06 0.097
C 1.23 0.23 -0.87 -0.223
C 1.85 -0.67 0.24 -0.179
O -0.80 -0.67 2.87 0.049
H 1.66 -2.81 0.11 0.092
O -3.11 0.42 -0.78 0.045
C 0.33 -1.83 -1.43 -0.181
C 1.03 -1.93 -0.01 -0.191
C 1.08 -0.68 -2.09 -0.228
H -2.26 -0.95 0.86 0.194
H -0.03 2.17 2.97 0.093
C -0.87 2.50 1.10 -0.132
H 1.75 -0.22 1.23 0.090
C -2.20 0.78 0.00 -0.486
H 0.25 0.56 -0.48 0.071
C -0.55 1.70 2.18 0.023
C -1.02 0.26 2.09 -0.423
```

Values from the calculation:
- E_HOMO: -9.5 eV
- SMILES string: O=c1cc[nH]c(=O)[nH]1.C1CCCC1
- Energy above the lowest of the compared OMol25 structures with the same formula, charge and spin: 19.74 kcal per mole

[9]
The following is a quantum chemistry calculation of one molecule with the formula C9H14N2O2 in a non-equilibrium geometry, from the Open Molecules 2025 dataset.

XYZ file:
```
27
Properties=species:S:1:pos:R:3:lowdin_charge:R:1
O -2.97 0.64 -0.13 0.037
N -0.18 -1.17 0.90 -0.180
H -0.31 1.01 -2.75 0.116
C 1.41 0.32 -1.63 -0.175
H 1.38 0.17 1.13 0.122
H -0.50 2.55 2.31 0.067
O -2.49 0.96 -2.21 0.045
N -2.16 0.84 -1.03 -0.375
H 0.22 0.15 2.47 0.127
H -1.09 -1.70 2.69 0.089
H -2.22 -1.08 1.47 0.084
C 0.95 -1.12 -1.34 -0.140
C -0.45 1.21 0.69 -0.226
C 0.32 0.09 1.39 -0.104
H 2.01 0.33 -2.54 0.111
H 0.46 2.26 -1.76 0.126
H -1.28 3.14 0.77 0.077
H 2.04 0.70 -0.83 0.100
C 0.18 1.20 -1.80 -0.125
C -0.27 -1.19 -0.46 -0.087
C -0.76 2.36 1.28 0.093
H -1.07 -1.81 -0.84 0.143
C -1.32 -1.69 1.63 -0.044
H 1.76 -1.69 -0.89 0.122
H 0.69 -1.59 -2.29 0.117
H -1.52 -2.71 1.30 0.091
C -0.80 0.88 -0.71 -0.213
```

Values from the calculation:
- E_HOMO: -8.3 eV
- Energy above the lowest of the compared OMol25 structures with the same formula, charge and spin: 121.42 kcal per mole

[10]
The following is a quantum chemistry calculation of an isolated ion of composition C9H14N2P and charge +1 in a non-equilibrium geometry, from the Open Molecules 2025 dataset.

XYZ file:
```
26
Properties=species:S:1:pos:R:3:lowdin_charge:R:1
H 0.67 0.07 1.88 0.167
C 1.68 -0.98 -0.18 -0.065
H -0.44 0.34 4.12 0.141
H -2.37 0.74 1.94 0.115
C -1.45 0.37 3.69 -0.115
H -0.46 1.14 -3.78 0.091
H -2.67 0.30 5.49 0.047
C 0.41 -0.03 -2.17 -0.505
H -1.48 0.50 -0.38 0.172
P 0.85 -1.07 -4.49 0.782
C 2.01 0.45 -0.22 0.043
C -0.41 0.36 1.51 -0.072
H -3.49 0.03 3.98 0.096
H 1.96 0.94 0.70 0.082
C -0.52 0.29 0.20 0.057
H 2.54 0.91 -0.98 0.106
H -0.07 1.95 -2.25 0.144
N 0.89 -1.00 -2.80 -0.263
H 0.52 -2.39 -4.79 -0.122
H 1.33 -1.61 0.60 0.123
H 2.26 -1.35 -4.47 -0.085
N -0.35 1.01 -2.72 0.078
C -2.57 0.25 4.49 0.206
C 0.58 -0.14 -0.66 -0.312
C -1.48 0.46 2.35 -0.038
H 2.07 -1.54 -1.06 0.128
```

Values from the calculation:
- Charge: +1
- E_HOMO: -11.3 eV
- Energy above the lowest of the compared OMol25 structures with the same formula, charge and spin: 41.26 kcal per mole

[11]
The following is a quantum chemistry calculation of a 2-piece molecular cluster, C9H14N2S overall in a non-equilibrium geometry, from the Open Molecules 2025 dataset.

XYZ file:
```
26
Properties=species:S:1:pos:R:3:lowdin_charge:R:1
C -1.63 -0.21 -0.25 -0.277
C -1.05 -1.36 0.15 -0.031
H 5.49 1.06 -0.69 -0.066
H -1.12 1.89 -0.73 0.139
H 2.55 1.55 1.33 0.053
H -3.75 0.91 1.49 0.084
H -3.37 0.21 -1.47 0.149
H -3.55 -1.05 -0.19 0.093
C -3.13 -0.08 -0.36 -0.234
N 3.22 -1.64 0.34 -0.330
H 4.17 -1.86 0.67 0.003
C 0.35 -1.55 0.24 -0.032
S 2.85 -0.20 0.06 0.809
C 0.57 0.68 -0.52 -0.132
H -3.16 2.13 0.17 0.101
H 3.94 1.74 -1.58 -0.043
H 1.25 1.39 -1.02 0.112
H -1.74 -2.23 0.47 0.144
H -4.83 1.21 0.02 0.097
H 3.48 0.51 2.12 0.042
C -3.72 1.10 0.37 -0.136
N 2.64 0.53 1.56 -0.187
H 0.75 -2.54 0.49 0.118
C 4.56 1.71 -0.51 -0.008
C -0.79 0.82 -0.53 -0.051
C 1.15 -0.50 -0.13 -0.415
```

Values from the calculation:
- E_HOMO (spin up / spin down): -8.5 / -8.5 eV
- Energy above the lowest of the compared OMol25 structures with the same formula, charge and spin: 191.31 kcal per mole

[12]
The following is a quantum chemistry calculation of one molecule with the formula C9H14N3OP in a non-equilibrium geometry, from the Open Molecules 2025 dataset.

XYZ file:
```
28
Properties=species:S:1:pos:R:3:lowdin_charge:R:1
H -2.87 -0.21 -0.54 0.074
C 1.29 0.96 0.98 -0.091
H -1.99 -1.60 -3.01 0.029
O 0.38 -2.33 -1.82 -0.297
H 2.72 -1.16 -2.44 0.060
P 0.90 -1.37 -0.86 0.469
H 0.55 2.31 3.92 0.119
H -1.63 2.47 2.92 0.103
C -2.69 -1.50 -2.23 0.027
H -3.61 -2.08 -2.24 0.066
N -0.10 -0.06 -0.57 -0.172
C -1.08 0.27 -1.69 -0.169
C -2.36 -0.46 -1.45 -0.179
C -0.89 1.99 2.29 -0.078
H 2.21 0.72 0.40 0.109
C -0.03 0.82 0.51 -0.286
H 1.38 -1.32 1.41 0.048
N 2.52 -0.97 -1.44 -0.092
H 3.28 -0.75 -0.80 0.028
H 2.43 1.64 2.62 0.092
H -1.23 1.34 -1.66 0.111
H 1.85 -2.57 0.75 0.015
C -1.19 1.24 1.14 0.005
C 0.37 1.98 2.87 -0.106
N 1.04 -2.03 0.73 -0.040
H -0.55 -0.21 -2.65 0.141
C 1.50 1.57 2.17 -0.098
H -2.19 1.29 0.70 0.113
```

Values from the calculation:
- E_HOMO: -8.5 eV
- SMILES string: C=CCN(c1ccccc1)P(N)(N)=O
- Energy above the lowest of the compared OMol25 structures with the same formula, charge and spin: 40.49 kcal per mole